{"formula": "C3H3N2O3", "method": "ωB97M-V with the def2-TZVPD basis set", "symbols": ["O", "O", "O", "N", "N", "C", "C", "C", "H", "H", "H"], "xyz": [[2.563106, 0.059629, -1.736140], [-0.579309, 1.366537, -0.341626], [-2.149832, 0.051868, 0.765363], [-0.000634, -0.658650, 0.494118], [-0.540232, -1.861321, 1.109137], [0.700642, 1.433147, -0.875479], [-1.006204, 0.135997, 0.258264], [1.607471, 0.637054, -1.353698], [-1.466078, -1.591035, 1.360673], [0.210395, -2.061441, 1.764290], [0.660675, 2.488215, -1.444902]], "forces_ev_per_angstrom": [[-0.5, 0.5, 0.1], [-0.3, -1.0, 0.1], [-0.2, 0.8, -1.4], [-0.5, -0.5, -1.2], [2.6, 0.1, -1.5], [-2.2, 4.1, -1.5], [1.3, 0.4, 2.0], [0.8, -1.7, 0.2], [-0.7, -0.1, 1.4], [-1.1, -0.3, 0.6], [0.9, -2.3, 1.2]], "mulliken_charge": [-0.460, -0.288, -0.807, -0.400, -0.606, -0.489, 0.574, 0.834, 0.282, 0.207, 0.154], "charge": -1, "smiles": "N/N=C(\\[O-])OC=C=O", "gap_ev": 6.76, "e_homo_ev": -2.9, "total_energy_ev": -12280.430, "max_force_ev_per_a": 4.88, "molar_mass_g_mol": 115.07}